The following is a DFT calculation (ωB97M-V/def2-TZVPD) of a single C2H7N5O molecule.

Geometry (Å):
N: 0.07 -0.52 -1.95
N: 1.42 -1.25 1.59
H: 2.26 -0.87 2.28
H: 0.75 -0.43 -3.73
N: -1.08 0.87 -0.14
H: -0.95 1.49 -2.18
N: -1.47 0.11 2.05
H: -0.91 -0.24 2.83
H: 1.29 0.05 -0.11
H: 0.73 -1.65 2.22
O: 0.22 0.35 -3.36
H: -1.91 1.39 0.11
C: -0.59 0.11 1.01
C: -0.67 0.65 -1.51
N: 0.84 -0.07 0.91

energy relative to the best compared isomer or geometry (same formula, charge and spin) = 5.569 eV
HOMO-LUMO gap = 9.33 eV
multiplicity = 1
LUMO level = 0.38 eV
SMILES string = [H]/N=C(\NN)N/C=N/O
net charge = 0